(1)
This record from the OMol25 dataset describes one molecule with the formula C8H9Cl2N at a distorted geometry. The level of theory is ωB97M-V with the def2-TZVPD basis set.

Properties
lowest unoccupied orbital energy = 0.80 eV
2S+1 = 1
SMILES = CNCc1cc(Cl)cc(Cl)c1
highest occupied orbital energy = -9.19 eV
electronic energy = -34977.001 eV
orbital gap = 0.36727 Ha
energy above the lowest of the compared OMol25 structures with the same formula, charge and spin = 0.413 eV

Each line ends with the Mulliken charge.
Element x y z (Å)
C1 4.59170 -0.50586 -0.10076  -0.895
N1 3.23353 -0.07352 -0.30174  -0.286
C2 2.27106 -0.92954 0.34298  -0.656
C3 0.84279 -0.49454 0.15264  0.638
C4 0.52732 0.86908 0.12953  -0.474
C5 -0.77948 1.32280 0.02549  0.281
Cl1 -1.12191 3.01864 -0.00296  -0.210
C6 -1.82277 0.40569 -0.05330  -0.621
C7 -1.52028 -0.94398 -0.00911  0.331
Cl2 -2.84200 -2.10068 -0.07100  -0.220
C8 -0.20959 -1.41758 0.03857  -0.865
H1 5.26540 0.15229 -0.65254  0.329
H2 4.81602 -0.40156 0.97871  0.286
H3 4.81934 -1.55732 -0.40101  0.294
H4 3.07454 -0.04087 -1.31761  0.237
H5 2.37131 -1.98968 0.01991  0.372
H6 2.52083 -0.91589 1.43104  0.318
H7 1.34211 1.59828 0.27186  0.374
H8 -2.84638 0.72575 -0.15897  0.426
H9 -0.01588 -2.49802 0.04206  0.340

---

(2)
This record from the OMol25 dataset describes a 7-piece molecular cluster, C51H68ClF2N8O4 overall at a distorted geometry. The level of theory is ωB97M-V with the def2-TZVPD basis set.

Properties
lowest unoccupied orbital energy = -1.72 eV
2S+1 = 1
highest occupied orbital energy = -11.01 eV
electronic energy = -92050.473 eV
orbital gap = 0.34152 Ha
net charge = +1
energy above the lowest of the compared OMol25 structures with the same formula, charge and spin = 0.000 eV

Each line ends with the Mulliken charge.
Element x y z (Å)
C1 -0.76232 -2.59724 4.67385  -1.422
C2 -1.24172 -3.02101 3.29199  1.070
C3 -0.46131 -4.21583 2.71860  -0.896
C4 -1.25148 -5.06093 1.69982  -0.822
C5 -0.82835 -4.79619 0.25296  -1.171
C6 -0.62434 -3.28962 -0.03008  1.527
C7 -1.03523 -2.82238 -1.42667  -1.076
N1 -2.36456 -2.04187 -1.54838  1.587
C8 -3.39911 -2.79722 -0.68700  0.408
C9 -3.65483 -2.30225 0.71707  -0.778
F1 -4.60202 -2.72797 -1.34366  -0.340
C10 -2.81208 -2.14933 -3.04195  -0.201
F2 -1.67322 -2.29363 -3.77348  -0.320
C11 -3.54992 -0.95258 -3.64469  -0.541
C12 -5.06162 -0.79000 -3.33462  -1.059
C13 -5.50501 0.00509 -2.12531  0.610
O1 -6.22965 -0.37414 -1.27054  -0.528
O2 -5.00341 1.26684 -2.13693  -0.319
C14 -5.42085 2.11857 -1.06836  0.255
C15 -4.63425 1.91401 0.18547  -0.012
O3 -6.24803 2.90281 -1.26921  -0.478
N2 -2.75813 0.25801 -3.49127  -0.144
C16 -1.81349 0.33942 -2.38227  -0.619
C17 -0.34026 0.22717 -2.82327  -0.275
C18 0.22974 1.59145 -3.24159  -0.914
C19 1.02268 2.34285 -2.17332  -0.542
O4 1.94093 1.49059 -1.50823  -0.303
C20 1.95469 1.58211 -0.09398  -0.590
C21 -2.26328 -0.55694 -1.21012  -0.673
Cl1 -1.23224 -0.21850 0.18448  0.251
H1 -1.01670 -3.34043 5.43785  0.419
H2 0.31994 -2.43331 4.67907  0.309
H3 -1.20974 -1.64169 4.94900  0.241
H4 -2.31185 -3.26838 3.30487  0.084
H5 -1.12623 -2.14752 2.62931  -0.513
H6 -0.14639 -4.85384 3.55265  0.602
H7 0.46568 -3.85718 2.25213  0.313
H8 -1.10276 -6.12665 1.90610  0.418
H9 -2.32629 -4.86799 1.81794  0.298
H10 -1.55905 -5.24237 -0.43607  0.504
H11 0.11810 -5.31585 0.05724  0.389
H12 0.44618 -3.06488 0.02635  1.082
H13 -1.07383 -2.70570 0.76702  -1.980
H14 -0.26894 -2.19731 -1.87535  -0.551
H15 -1.17863 -3.70240 -2.05876  0.853
H16 -3.09000 -3.84374 -0.72754  0.346
H17 -4.39886 -1.49947 0.67474  0.191
H18 -2.77919 -1.96198 1.25710  -0.220
H19 -4.10748 -3.12958 1.27049  0.444
H20 -3.37093 -3.07968 -3.13456  0.719
H21 -3.52397 -1.22474 -4.71162  0.387
H22 -5.49868 -0.28952 -4.20732  0.660
H23 -5.54526 -1.76393 -3.25931  0.306
H24 -4.91714 2.68557 0.90303  0.556
H25 -4.85640 0.93118 0.61336  0.253
H26 -3.55796 1.96873 -0.01232  -0.259
H27 -3.36416 1.06424 -3.50036  0.509
H28 -1.92394 1.34472 -1.95091  1.249
H29 -0.26604 -0.42887 -3.69314  0.405
H30 0.28292 -0.20549 -2.03540  -0.118
H31 -0.59931 2.24487 -3.55177  0.403
H32 0.84885 1.44835 -4.13249  -0.176
H33 0.37505 2.86576 -1.45664  0.334
H34 1.59162 3.13644 -2.67859  0.467
H35 0.97123 1.87055 0.29657  0.128
H36 2.22265 0.60098 0.31299  0.280
H37 2.68506 2.32586 0.24860  0.261
H38 -3.27485 -0.26078 -0.91876  -0.412
N3 0.87553 -0.50631 6.68080  -0.100
C22 1.85372 0.37728 6.49050  -0.172
C23 2.23740 1.30661 7.44778  -0.445
C24 1.57117 1.32168 8.66278  -0.363
C25 0.54947 0.40790 8.87163  -0.540
C26 0.24354 -0.48211 7.85252  -0.290
H39 2.35246 0.32754 5.52838  0.319
H40 3.04133 2.00072 7.24181  0.407
H41 1.84320 2.03084 9.43407  0.398
H42 0.00221 0.38044 9.80417  0.415
H43 -0.54743 -1.21464 7.98133  0.347
N4 -1.88845 0.62799 4.07262  -0.113
C27 -2.16146 1.18312 2.89382  0.285
C28 -2.34179 2.54448 2.70557  -0.349
C29 -2.23439 3.38086 3.80676  -0.771
C30 -1.95023 2.81812 5.03984  -0.565
C31 -1.78498 1.44225 5.12068  -0.336
H44 -2.23726 0.49724 2.05333  0.347
H45 -2.55694 2.93877 1.72110  0.409
H46 -2.36767 4.45006 3.70481  0.422
H47 -1.85422 3.42962 5.92653  0.421
H48 -1.54966 0.97010 6.06761  0.373
N5 1.28387 5.27017 -0.63295  -0.165
C32 0.27107 6.09937 -0.38602  -0.110
C33 0.37015 7.47973 -0.46795  -0.673
C34 1.58994 8.03282 -0.82454  -0.147
C35 2.65363 7.18352 -1.08333  -0.772
C36 2.44974 5.81624 -0.97436  0.017
H49 -0.66924 5.63449 -0.10738  0.382
H50 -0.48817 8.10268 -0.25696  0.360
H51 1.70908 9.10583 -0.89886  0.382
H52 3.62421 7.56913 -1.36344  0.364
H53 3.26093 5.12265 -1.17062  0.376
N6 1.04414 0.52675 -6.81829  -0.305
C37 1.79857 1.59367 -7.07541  -0.057
C38 2.74363 1.63941 -8.08934  -0.663
C39 2.91809 0.51500 -8.88015  -0.124
C40 2.14108 -0.60360 -8.62362  -0.610
C41 1.22240 -0.54655 -7.58639  -0.098
H54 1.63668 2.45698 -6.43817  0.358
H55 3.32485 2.53648 -8.25304  0.359
H56 3.64439 0.51113 -9.68245  0.398
H57 2.24058 -1.50340 -9.21524  0.364
H58 0.59638 -1.40329 -7.36043  0.379
N7 1.95039 -2.74595 -2.12650  -0.006
C42 2.71089 -1.67343 -2.35551  -0.244
C43 3.64141 -1.60585 -3.38057  -0.959
C44 3.80000 -2.70663 -4.20646  -0.295
C45 3.02225 -3.83063 -3.97484  -0.861
C46 2.11544 -3.79896 -2.92845  -0.075
H59 2.55094 -0.82600 -1.69976  0.700
H60 4.22317 -0.70568 -3.52320  0.481
H61 4.51749 -2.69022 -5.01652  0.430
H62 3.11423 -4.71472 -4.59060  0.429
H63 1.49038 -4.66258 -2.72094  0.388
N8 4.25225 -0.54124 3.96201  -0.251
C47 5.01303 -1.61253 3.74751  -0.271
C48 6.38158 -1.54977 3.53006  -0.528
C49 6.99516 -0.30748 3.53261  -0.148
C50 6.21578 0.81703 3.75375  -0.630
C51 4.85586 0.64590 3.96393  -0.054
H64 4.50045 -2.56835 3.75366  0.373
H65 6.94916 -2.45551 3.36586  0.385
H66 8.06107 -0.21722 3.36813  0.377
H67 6.64989 1.80745 3.76689  0.371
H68 4.21759 1.50530 4.14459  0.407

---

(3)
This record from the OMol25 dataset describes a 2-piece molecular cluster, C4H9NO overall. The level of theory is ωB97M-V with the def2-TZVPD basis set.

Properties
lowest unoccupied orbital energy = 0.81 eV
2S+1 = 1
SMILES = C=C=NC.CO
highest occupied orbital energy = -9.39 eV
electronic energy = -7829.577 eV
orbital gap = 0.37485 Ha
energy above the lowest of the compared OMol25 structures with the same formula, charge and spin = 2.743 eV

Each line ends with the Mulliken charge.
Element x y z (Å)
C1 -2.76553 -0.20031 -0.07676  -0.892
C2 -1.55673 0.26569 0.11092  0.648
N1 -0.40334 0.62964 0.31171  -0.365
C3 -0.00231 2.02700 0.17334  -0.867
H1 -3.46256 -0.24912 0.75174  0.242
H2 -3.07139 -0.55760 -1.05292  0.243
H3 -0.81306 2.66454 -0.19703  0.331
H4 0.32996 2.39091 1.14929  0.303
H5 0.84794 2.08023 -0.51168  0.277
C4 2.06181 -1.59784 -0.33949  -0.525
O1 1.29811 -1.73785 0.83006  -0.517
H6 1.48268 -1.80167 -1.25477  0.222
H7 2.88083 -2.32168 -0.29048  0.255
H8 2.50466 -0.59327 -0.43698  0.198
H9 0.66894 -0.99867 0.83303  0.447

---

What did the third record say?
This record from the OMol25 dataset describes a 2-piece molecular cluster, C4H9NO overall. The level of theory is ωB97M-V with the def2-TZVPD basis set.

Properties
lowest unoccupied orbital energy = 0.81 eV
2S+1 = 1
SMILES = C=C=NC.CO
highest occupied orbital energy = -9.39 eV
electronic energy = -7829.577 eV
orbital gap = 0.37485 Ha
energy above the lowest of the compared OMol25 structures with the same formula, charge and spin = 2.743 eV

Each line ends with the Mulliken charge.
Element x y z (Å)
C1 -2.76553 -0.20031 -0.07676  -0.892
C2 -1.55673 0.26569 0.11092  0.648
N1 -0.40334 0.62964 0.31171  -0.365
C3 -0.00231 2.02700 0.17334  -0.867
H1 -3.46256 -0.24912 0.75174  0.242
H2 -3.07139 -0.55760 -1.05292  0.243
H3 -0.81306 2.66454 -0.19703  0.331
H4 0.32996 2.39091 1.14929  0.303
H5 0.84794 2.08023 -0.51168  0.277
C4 2.06181 -1.59784 -0.33949  -0.525
O1 1.29811 -1.73785 0.83006  -0.517
H6 1.48268 -1.80167 -1.25477  0.222
H7 2.88083 -2.32168 -0.29048  0.255
H8 2.50466 -0.59327 -0.43698  0.198
H9 0.66894 -0.99867 0.83303  0.447

---

Q: Among the records above, which one has the lowest electronic energy?
A: C51H68ClF2N8O4

---

Q: Which formula does entry 3 have?
A: C4H9NO